(1)
The following is a quantum chemistry calculation of the molecule C5H11NO, from the Open Molecules 2025 dataset.

The geometry in ORCA input format:
```
! RIJCOSX wB97M-V def2-TZVPD def2/J DEFGRID3
* xyz 0 1
C 0.1440 -0.9774 -1.4809
C -0.1475 -0.7598 0.0038
C 1.0149 -1.2055 0.8916
N -0.5272 0.6291 0.2734
C 0.3845 1.7211 -0.0232
C -1.7742 0.9105 0.7362
O -2.6454 0.0974 0.9835
H 1.0157 -0.3989 -1.8115
H 0.3573 -2.0339 -1.6763
H -0.7163 -0.6816 -2.0898
H -1.0350 -1.3380 0.2757
H 0.7752 -1.0546 1.9490
H 1.2230 -2.2694 0.7334
H 1.9371 -0.6551 0.6667
H 1.3662 1.3164 -0.2740
H 0.0453 2.3210 -0.8761
H 0.5112 2.3793 0.8428
H -1.9288 1.9994 0.8758
*
```

Values from the calculation:
Lowest unoccupied orbital energy ... 0.842 eV
Energy relative to the best compared isomer or geometry (same formula, charge and spin) ... 11.5 kcal per mole
Highest occupied orbital energy ... -9.2691 eV
Largest force on an atom ... 0.006 Eh/bohr
SMILES string ... CC(C)N(C)C=O
DFT total energy ... -8901.1994 eV
Frontier orbital gap ... 10.11 eV

=====

(2)
The following is a quantum chemistry calculation of the molecule C13H17BrClO5PS at a distorted geometry, from the Open Molecules 2025 dataset.

The geometry in ORCA input format:
```
! RIJCOSX wB97M-V def2-TZVPD def2/J DEFGRID3
* xyz 0 1
C 2.2734 2.9434 -2.2478
C 1.6081 2.1217 -0.9627
O 0.9166 0.8641 -1.4001
C 0.6566 0.1062 -0.1306
C 1.9566 -0.8717 0.0733
C 2.4161 -1.6845 -1.2956
C 1.8414 -1.8852 1.3839
P 2.1458 -3.7253 0.9758
O 2.8728 -4.4674 2.4171
Br 0.2161 -4.8754 0.5987
S 0.1882 -1.5102 2.1856
O 0.1509 -0.2149 3.0314
O -0.0925 -2.7117 3.1705
O -0.9969 -1.6185 0.9682
C -0.7969 -0.6446 -0.1126
Cl -1.0081 -1.6229 -1.7171
C -2.0974 0.3805 -0.0648
C -2.1206 1.9177 -0.6423
C -3.4770 2.8960 -0.6108
C -4.9043 2.3571 -0.0066
C -4.9013 0.8037 0.6121
C -3.5401 -0.1663 0.5815
H 1.5255 3.0401 -3.1435
H 2.6020 4.0107 -1.8425
H 3.2500 2.3213 -2.5375
H 0.8356 2.8284 -0.3900
H 2.4809 1.9258 -0.2074
H 0.6584 0.9350 0.7200
H 2.8740 -0.1513 0.3275
H 1.6793 -2.5344 -1.6167
H 2.5767 -0.9809 -2.2257
H 3.4945 -2.1332 -1.0500
H 2.6761 -1.5699 2.1743
H 2.1566 -4.6519 3.0927
H -1.1710 2.4037 -1.1272
H -3.4705 4.0022 -1.0600
H -5.8889 3.0051 0.0072
H -5.9406 0.4119 1.0476
H -3.6464 -1.2544 1.0240
*
```

Values from the calculation:
Lowest unoccupied orbital energy ... -0.369 eV
Highest occupied orbital energy ... -8.7543 eV
Largest force on an atom ... 0.158 Eh/bohr
SMILES string ... CCO[C@@H]1[C@H](C)[C@H](P(O)Br)S(=O)(=O)O[C@@]1(Cl)c1ccccc1
DFT total energy ... -126670.0589 eV
Frontier orbital gap ... 8.38 eV

=====

(3)
The following is a quantum chemistry calculation of the molecule C23H27ClN4O at a distorted geometry, from the Open Molecules 2025 dataset.

The geometry in ORCA input format:
```
! RIJCOSX wB97M-V def2-TZVPD def2/J DEFGRID3
* xyz 0 1
C 2.4382 -0.8344 -4.2890
C 1.5244 0.0420 -3.8878
C 1.7799 1.5248 -3.8771
C 0.1617 -0.3947 -3.4172
N -0.0095 -0.1194 -2.0098
C -1.1964 0.1562 -1.4477
O -2.2233 0.3106 -2.0895
C -1.2847 0.2365 0.0929
C -1.7354 -1.0700 0.7113
C -2.7544 -1.0673 1.6360
C -3.2015 -2.2484 2.2531
C -2.6239 -3.4425 1.9406
N -1.6092 -3.4653 1.0323
C -0.8588 -4.5128 0.5650
C 0.0283 -3.9404 -0.3191
N -0.1324 -2.6136 -0.4241
C -1.1399 -2.3087 0.3990
N -0.1702 0.8675 0.7766
C -0.4826 1.5571 2.0253
C -1.5229 2.6678 1.8994
C -1.1626 3.6615 0.7999
C -1.6945 3.3694 3.2443
C 1.1695 0.3850 0.7263
C 1.5514 -0.7722 1.4012
C 2.8645 -1.2176 1.3468
C 3.8009 -0.4953 0.6236
Cl 5.4383 -1.0519 0.5480
C 3.4419 0.6689 -0.0386
C 2.1268 1.1077 0.0193
H 2.2363 -1.8987 -4.2857
H 3.4128 -0.5142 -4.6349
H 1.6503 1.9290 -2.8715
H 2.7900 1.7591 -4.2110
H 1.0751 2.0363 -4.5364
H -0.6004 0.1329 -3.9908
H 0.0113 -1.4632 -3.5992
H 0.7272 -0.4199 -1.3920
H -2.1339 0.9152 0.1766
H -3.2339 -0.1293 1.8866
H -4.0097 -2.2124 2.9679
H -2.9140 -4.3913 2.3655
H -1.0065 -5.5295 0.8808
H 0.7851 -4.4591 -0.8884
H -0.8092 0.8311 2.7886
H 0.4358 2.0033 2.4126
H -2.4925 2.2229 1.6504
H -0.1964 4.1334 0.9977
H -1.0981 3.1725 -0.1738
H -1.9131 4.4494 0.7229
H -0.7679 3.8561 3.5593
H -2.4680 4.1357 3.1865
H -1.9855 2.6660 4.0278
H 0.8130 -1.3356 1.9563
H 3.1582 -2.1252 1.8564
H 4.1827 1.2231 -0.5990
H 1.8280 2.0119 -0.4939
*
```

Values from the calculation:
Lowest unoccupied orbital energy ... 0.520 eV
Energy relative to the best compared isomer or geometry (same formula, charge and spin) ... 20.8 kcal per mole
Highest occupied orbital energy ... -8.2605 eV
Largest force on an atom ... 0.020 Eh/bohr
SMILES string ... C=C(C)CNC(=O)[C@@H](c1cccn2ccnc12)N(CC(C)C)c1ccc(Cl)cc1
DFT total energy ... -44819.7234 eV
Frontier orbital gap ... 8.78 eV

=====

(4)
The following is a quantum chemistry calculation of a 3-piece molecular cluster, C3H7O2 overall, from the Open Molecules 2025 dataset.

The geometry in ORCA input format:
```
! RIJCOSX wB97M-V def2-TZVPD def2/J DEFGRID3
* xyz -1 1
C 1.5870 0.7615 0.6759
O 2.2439 1.0751 1.6436
H 1.2997 -0.2806 0.4977
H 1.2435 1.5021 -0.0577
H -3.1674 2.2944 -2.0088
C -1.2600 -1.8294 0.0342
C -1.1580 -0.8632 -0.9278
O -0.6999 0.3140 -0.8748
H -1.6645 -2.7928 -0.2546
H -0.8407 -1.7242 1.0319
H -1.5450 -1.2161 -1.9152
H -2.7375 1.8771 -2.4657
*
```

Values from the calculation:
Lowest unoccupied orbital energy ... 4.152 eV
Energy relative to the best compared isomer or geometry (same formula, charge and spin) ... 71.4 kcal per mole
Highest occupied orbital energy ... -2.5368 eV
Largest force on an atom ... 0.008 Eh/bohr
DFT total energy ... -7317.8570 eV
Frontier orbital gap ... 6.69 eV

=====

(5)
The following is a quantum chemistry calculation of a 3-piece molecular cluster, C4H10O overall, from the Open Molecules 2025 dataset.

The geometry in ORCA input format:
```
! RIJCOSX wB97M-V def2-TZVPD def2/J DEFGRID3
* xyz 0 1
H -1.9341 -1.2209 0.5297
H -1.2473 -1.2336 0.2397
C -0.2929 1.4720 1.3739
C -1.0124 1.7757 0.0879
O -0.4928 1.7755 -1.0032
H -0.8984 0.8192 2.0117
H -0.1386 2.4108 1.9211
H 0.6738 1.0073 1.1656
H -2.0888 2.0317 0.1928
C 1.3465 -0.8402 -1.2554
C 1.1308 -2.1081 -0.9205
H 2.1607 -0.2656 -0.8182
H 0.7217 -0.3109 -1.9697
H 1.7526 -2.6291 -0.1955
H 0.3190 -2.6836 -1.3600
*
```

Values from the calculation:
Lowest unoccupied orbital energy ... 1.181 eV
Energy relative to the best compared isomer or geometry (same formula, charge and spin) ... 54.9 kcal per mole
Highest occupied orbital energy ... -9.8823 eV
Largest force on an atom ... 0.011 Eh/bohr
SMILES string ... [H][H].CC=O.C=C
DFT total energy ... -6355.4221 eV
Frontier orbital gap ... 11.06 eV

=====

(6)
The following is a quantum chemistry calculation of a 2-piece molecular cluster, ClHN2O overall at a distorted geometry, from the Open Molecules 2025 dataset.

The geometry in ORCA input format:
```
! RIJCOSX wB97M-V def2-TZVPD def2/J DEFGRID3
* xyz 0 1
N -1.8521 1.2873 -0.3662
N -1.4516 0.3189 -0.0668
O -0.9485 -0.6795 0.1230
Cl 2.3544 -0.9910 0.0027
H 1.8978 0.0643 0.3072
*
```

Values from the calculation:
Lowest unoccupied orbital energy ... 0.948 eV
Energy relative to the best compared isomer or geometry (same formula, charge and spin) ... 25.9 kcal per mole
Highest occupied orbital energy ... -11.7538 eV
Largest force on an atom ... 0.096 Eh/bohr
SMILES string ... N#[N+][O-].Cl
DFT total energy ... -17564.2422 eV
Frontier orbital gap ... 12.70 eV

=====

(7)
The following is a quantum chemistry calculation of C17H17AlN6O3S as an isolated structure, from the Open Molecules 2025 dataset.

The geometry in ORCA input format:
```
! RIJCOSX wB97M-V def2-TZVPD def2/J DEFGRID3
* xyz 0 1
Al -0.0641 -0.5167 0.0127
N -0.2243 1.6850 -0.0351
C -0.3870 2.1702 1.3475
C -1.0157 1.0699 2.1978
O -1.4185 1.3110 3.3228
N -1.0005 -0.1218 1.5751
C -1.4292 -1.3022 2.3020
C -0.9386 -2.5354 1.5395
O -1.1530 -3.6521 1.9339
O -0.2686 -2.2435 0.4349
H -1.0902 1.8036 -0.5541
H 0.4753 2.2130 -0.5455
H 0.5982 2.3841 1.7654
H -0.9887 3.0758 1.4220
H -1.0254 -1.3231 3.3177
H -2.5153 -1.3592 2.3994
S -0.1696 -0.5085 -2.2645
C 1.5544 -0.1846 -2.3603
N 2.0977 -0.1198 -3.5535
N 3.3572 0.2207 -3.7393
C 4.2419 1.0385 -2.9911
C 3.8067 2.1293 -2.2451
C 4.7318 2.9271 -1.5992
C 6.0934 2.6561 -1.6919
C 6.5222 1.5851 -2.4582
C 5.5996 0.7774 -3.1098
N 2.4006 -0.1257 -1.2852
N 1.9107 -0.3058 -0.1381
C 2.8457 -0.2904 0.9353
C 4.1861 0.0405 0.7421
C 5.0368 0.0568 1.8314
C 4.5655 -0.2524 3.1029
C 3.2313 -0.5821 3.2863
C 2.3677 -0.6030 2.2032
H 3.6673 -0.0053 -4.6707
H 2.7510 2.3560 -2.1771
H 4.3880 3.7733 -1.0190
H 6.8094 3.2813 -1.1772
H 7.5777 1.3662 -2.5471
H 5.9322 -0.0700 -3.6963
H 4.5441 0.2863 -0.2477
H 6.0775 0.3155 1.6884
H 5.2399 -0.2377 3.9480
H 2.8583 -0.8270 4.2710
H 1.3281 -0.8687 2.3414
*
```

Values from the calculation:
Lowest unoccupied orbital energy (spin up / spin down) ... -1.933 / -1.938 eV
Highest occupied orbital energy (spin up / spin down) ... -8.1427 / -8.0360 eV
Largest force on an atom ... 0.012 Eh/bohr
DFT total energy ... -50423.8634 eV
Frontier orbital gap (spin up / spin down) ... 6.21 / 6.10 eV

=====

(8)
The following is a quantum chemistry calculation of a 2-piece molecular cluster, CH7N3 overall at a distorted geometry, from the Open Molecules 2025 dataset.

The geometry in ORCA input format:
```
! RIJCOSX wB97M-V def2-TZVPD def2/J DEFGRID3
* xyz 0 1
H -0.8314 2.1149 1.3316
N -0.7905 2.9840 0.7683
N -0.1839 3.9777 0.6164
H 0.3681 4.7229 1.1420
C -0.0252 -2.4604 -0.7250
N 0.8592 -1.3900 -0.2524
H 0.2537 -2.7454 -1.7381
H 0.1027 -3.3725 -0.0905
H -1.1096 -2.2212 -0.7216
H 0.8709 -0.6376 -0.9278
H 0.4861 -0.9725 0.5970
*
```

Values from the calculation:
Lowest unoccupied orbital energy ... 0.742 eV
Energy relative to the best compared isomer or geometry (same formula, charge and spin) ... 97.2 kcal per mole
Highest occupied orbital energy ... -7.5035 eV
Largest force on an atom ... 0.111 Eh/bohr
SMILES string ... [H]/N=N\[H].CN
DFT total energy ... -5616.6902 eV
Frontier orbital gap ... 8.25 eV